Molecular formula: C24H31MoN3O3S4
Method: DFT, ωB97M-V with the def2-TZVPD basis set

Last column: natural (NBO) charge in e.
Positions of all 66 atoms, in Å:
1 C -3.52 -2.57 5.57  -0.20
2 H 4.87 -0.78 1.15  0.27
3 C -1.66 2.01 1.57  -0.53
4 H -3.12 2.01 0.00  0.26
5 C -3.81 -1.54 3.00  -0.18
6 H 0.51 3.27 2.62  0.25
7 H 2.47 3.69 1.21  0.25
8 H -3.29 0.31 -1.92  0.25
9 S -0.16 1.10 2.12  0.44
10 C 1.62 -4.62 2.05  -0.70
11 C -2.24 0.20 -2.20  -0.52
12 C -4.75 -2.09 5.14  -0.15
13 S -0.11 1.11 -3.78  0.20
14 H -0.37 3.33 -2.90  0.24
15 C -2.44 1.31 0.47  -0.53
16 H 1.79 2.12 2.91  0.27
17 H -2.25 2.09 -3.27  0.24
18 C -1.41 -2.01 2.55  0.57
19 C -2.43 -2.54 4.72  -0.15
20 C -1.88 1.08 -3.40  -0.55
21 H 1.83 -5.49 1.44  0.25
22 O 1.95 -0.30 0.51  -0.69
23 C 1.65 -3.30 -0.19  0.13
24 H 2.40 2.10 0.48  0.22
25 H -1.32 2.98 1.22  0.26
26 H -3.00 0.46 0.85  0.25
27 H 0.60 -1.42 -2.68  0.23
28 H -3.93 -1.18 1.99  0.21
29 C 2.04 -3.02 -2.89  -0.22
30 H 1.05 3.15 -3.89  0.26
31 H -2.38 0.67 -4.28  0.26
32 H 4.70 0.91 1.59  0.27
33 O 2.56 -0.31 2.65  -0.55
34 N 0.96 -2.34 -0.88  -0.47
35 H 2.39 2.93 -2.08  0.24
36 H 2.15 -2.88 -3.95  0.26
37 C -2.57 -2.02 3.43  -0.11
38 H -1.47 -2.91 5.05  0.24
39 C 1.79 2.90 0.90  -0.55
40 C 2.88 -0.17 1.51  0.80
41 H 0.83 -4.84 2.77  0.29
42 C 1.24 -3.45 1.23  0.39
43 O -1.49 -1.25 1.43  -0.65
44 S -1.25 0.73 -0.76  0.45
45 C 1.07 2.45 2.17  -0.53
46 C 1.15 -2.21 -2.18  0.11
47 C 0.49 2.68 -3.08  -0.54
48 H 1.50 1.51 -1.55  0.21
49 S 0.73 3.51 -0.45  0.20
50 H -5.86 -1.23 3.51  0.23
51 C 4.26 0.11 0.99  -0.74
52 H 3.11 -4.86 -0.27  0.25
53 N 0.45 -2.51 1.63  -0.29
54 H -2.29 2.14 2.45  0.26
55 H 3.47 -4.60 -2.70  0.26
56 Mo 0.12 -0.81 0.48  1.17
57 C -4.90 -1.58 3.85  -0.21
58 H -2.05 -0.85 -2.39  0.24
59 N -0.34 -2.70 2.74  -0.33
60 C 2.56 -4.11 -0.82  -0.18
61 H -3.42 -2.96 6.57  0.24
62 C 1.39 2.55 -1.84  -0.53
63 C 2.76 -3.97 -2.19  -0.10
64 H 2.51 -4.36 2.62  0.28
65 H 4.26 0.37 -0.06  0.24
66 H -5.61 -2.11 5.80  0.24

Frontier orbital gap (alpha / beta)   5.97 / 5.94 eV
M   633.74 g mol⁻¹
LUMO level (alpha / beta)   -0.28666 / -0.28784 Eh
Total energy   -81188.036 eV
Charge   +2